ORCA calculation (ωB97M-V/def2-TZVPD) on an isolated ion of composition C12H16F2N and charge +1.

Output
E (eV): -19616.4154
Total charge: +1
Energy above the lowest of the compared OMol25 structures with the same formula, charge and spin (kJ/mol): 211.4
Maximum force (eV/A): 5.7
M (g mol⁻¹): 212.26
LUMO level (Eh): -0.1353
SMILES string: CC1(C)C(F)=CC2=C([C@H]1F)[N+]21CCCC1

Geometry (Å):
C (-2.1603, -0.0860, 1.6846)
C (-2.2487, 0.3618, 0.2387)
C (-3.5649, 1.1266, -0.0021)
C (-2.2452, -1.0174, -0.4760)
F (-3.4226, -1.5298, -0.7541)
C (-1.1019, -1.6600, -0.7992)
C (-0.0098, -0.8826, -0.4209)
C (0.0947, 0.3931, -0.0789)
C (-1.0502, 1.3458, -0.0611)
F (-1.1657, 1.9829, -1.2273)
N (1.3791, -0.3594, -0.3203)
C (2.2032, -0.7704, 0.9167)
C (3.6292, -0.4278, 0.5242)
C (3.4698, 0.5030, -0.7640)
C (2.2610, -0.0385, -1.4914)
H (-2.3855, 0.7623, 2.3073)
H (-1.1888, -0.4378, 1.7144)
H (-2.9025, -0.8414, 1.9696)
H (-3.9850, 1.6745, 0.7667)
H (-4.2084, 0.2970, -0.2961)
H (-3.3456, 1.6911, -0.8644)
H (-1.1766, -2.5333, -1.3444)
H (-0.8484, 2.0577, 0.7696)
H (1.9258, -1.8972, 0.9374)
H (1.9231, -0.2386, 1.7994)
H (4.1201, -1.3299, 0.0706)
H (4.1163, 0.1732, 1.1675)
H (3.2084, 1.4423, -0.4306)
H (4.2601, 0.5717, -1.3680)
H (1.8362, 0.6335, -2.2145)
H (2.5831, -0.9664, -1.9533)

Forces on the atoms, in the same order (eV/Å):
-1.709 0.604 0.035
-1.294 0.368 0.378
1.165 -3.012 -2.038
1.049 1.731 -0.506
0.199 -0.234 0.096
-1.484 0.281 0.363
1.328 3.894 0.597
-0.312 -4.013 -0.967
0.975 -0.623 2.032
-0.150 0.720 -1.094
-0.968 0.686 0.117
0.019 -2.120 -1.830
-1.389 -1.984 -5.106
-3.200 -1.907 2.392
1.199 -0.916 0.963
0.469 0.365 0.530
1.866 -0.962 1.465
0.254 -0.009 -0.390
-0.392 1.053 1.726
-0.773 0.749 0.086
-0.565 1.079 -1.018
0.412 -1.882 -0.755
-0.991 -0.074 -0.480
0.938 1.867 0.673
-0.821 0.231 0.337
0.164 0.763 1.345
2.048 1.060 2.678
-0.315 2.396 0.749
3.368 0.054 -2.107
-0.634 0.152 -0.012
-0.454 -0.317 -0.259

Mulliken population analysis, charges in e, atoms 1 to 2:
1. C -1.5738
2. C 0.9991

=====

ORCA calculation (ωB97M-V/def2-TZVPD) on one molecule with the formula C3H8O.

Output
E (eV): -5287.2146
Energy above the lowest of the compared OMol25 structures with the same formula, charge and spin (kJ/mol): 90.3
Maximum force (eV/A): 2.8
M (g mol⁻¹): 60.10
LUMO level (Eh): 0.0389
SMILES string: CC(C)O

Geometry (Å):
C (1.2389, -0.0804, -0.0246)
C (-0.1965, -0.5350, 0.2190)
C (-1.1184, 0.6787, 0.3923)
O (-0.5420, -1.2079, -0.9669)
H (1.4681, 0.7154, -0.7240)
H (1.7046, 0.1685, 0.9226)
H (1.7131, -0.9428, -0.4699)
H (-0.2001, -1.1277, 1.1359)
H (-2.1775, 0.3756, 0.3097)
H (-0.9280, 1.4722, 1.1645)
H (-1.1912, 1.3494, -0.4814)
H (0.2290, -0.8661, -1.4771)

Forces on the atoms, in the same order (eV/Å):
0.570 -0.405 1.093
0.394 2.758 0.110
-1.402 1.349 -0.669
0.695 -0.018 -0.605
-0.814 0.538 -0.128
0.411 0.015 0.056
0.752 -0.479 0.348
-0.275 -0.488 -0.336
0.269 -0.222 1.123
-0.119 -1.459 0.045
1.051 -0.487 -0.421
-1.531 -1.103 -0.617

Mulliken population analysis, charges in e, atoms 1 to 2:
1. C -1.5514
2. C 0.5571

=====

ORCA calculation (ωB97M-V/def2-TZVPD) on a 3-piece molecular cluster, C24H39BrFN2O7P overall.

Output
E (eV): -124883.4154
Energy above the lowest of the compared OMol25 structures with the same formula, charge and spin (kJ/mol): 0.0
Maximum force (eV/A): 2.4
M (g mol⁻¹): 597.46
LUMO level (Eh): 0.0115
SMILES string: CCOP(=O)(CC[C@@](C#N)(CCCBr)[C@@H](C#N)C[C@@H](C)F)OCC.O=C1CCCO1.O=C1CCCO1

Geometry (Å):
C (3.8823, -1.6765, 1.0570)
C (3.5286, -2.7909, 0.0306)
O (2.1272, -2.6423, -0.3123)
P (1.1796, -3.8286, 0.2942)
O (1.5991, -4.2586, 1.6630)
C (-0.5711, -3.1999, 0.3188)
C (-0.7718, -1.9609, -0.6175)
C (-0.6649, -0.5680, 0.0763)
C (0.2714, -0.7291, 1.2773)
N (0.8518, -0.9804, 2.2324)
C (0.0913, 0.3915, -0.8899)
C (-0.6304, 0.6447, -2.2524)
C (0.1534, 0.0218, -3.4502)
Br (0.9292, 1.4046, -4.6212)
C (-2.0012, -0.0122, 0.6601)
C (-1.9459, 1.5161, 0.7030)
N (-1.7682, 2.6326, 0.5143)
C (-3.2941, -0.3896, -0.1011)
C (-4.0988, -1.5399, 0.5932)
C (-4.6561, -2.5752, -0.4299)
F (-3.3201, -2.2462, 1.4935)
O (1.2883, -5.0772, -0.7942)
C (0.4257, -6.1606, -0.4341)
C (1.1887, -7.4780, -0.1697)
H (3.3625, -0.7426, 0.8046)
H (4.9697, -1.5163, 0.9700)
H (3.6136, -1.9981, 2.0688)
H (4.0838, -2.5419, -0.8871)
H (3.7837, -3.7900, 0.3960)
H (-1.1618, -4.0198, -0.1288)
H (-0.9538, -3.0772, 1.3361)
H (0.0530, -2.0060, -1.3471)
H (-1.6899, -2.1100, -1.1982)
H (1.0309, -0.1307, -1.1335)
H (0.4136, 1.3163, -0.3967)
H (-1.6537, 0.2526, -2.2636)
H (-0.6347, 1.7314, -2.4084)
H (-0.5471, -0.5496, -4.0733)
H (0.9711, -0.6453, -3.1572)
H (-2.0389, -0.3112, 1.7177)
H (-3.1457, -0.7008, -1.1399)
H (-3.9843, 0.4665, -0.1356)
H (-4.9589, -1.0890, 1.1022)
H (-5.7333, -2.7222, -0.2776)
H (-4.1938, -3.5502, -0.2012)
H (-4.3949, -2.3383, -1.4681)
H (-0.1731, -5.9514, 0.4684)
H (-0.2549, -6.3422, -1.2832)
H (2.1094, -7.5400, -0.7643)
H (1.4279, -7.6367, 0.8885)
H (0.5456, -8.3159, -0.4863)
O (3.9759, 0.1346, -2.2940)
C (3.8500, 1.2618, -1.9124)
C (4.9440, 2.2919, -1.7541)
C (4.2709, 3.3487, -0.8864)
C (2.8111, 3.1976, -1.2749)
O (2.6504, 1.8035, -1.5922)
H (5.2079, 2.6788, -2.7399)
H (5.8162, 1.8598, -1.2707)
H (4.6535, 4.3566, -1.0383)
H (4.4018, 3.0952, 0.1677)
H (2.5510, 3.7860, -2.1581)
H (2.1366, 3.4654, -0.4627)
O (-0.5117, 7.2776, 1.6173)
C (-1.4945, 6.9429, 2.2100)
C (-2.1084, 5.5615, 2.2315)
C (-3.4978, 5.8349, 2.7924)
C (-3.2570, 7.0560, 3.6620)
O (-2.2026, 7.7815, 3.0103)
H (-1.5194, 4.9233, 2.8920)
H (-2.1488, 5.1373, 1.2332)
H (-3.9277, 4.9960, 3.3382)
H (-4.1787, 6.0892, 1.9773)
H (-2.9248, 6.7905, 4.6689)
H (-4.1379, 7.6908, 3.7390)

Forces on the atoms, in the same order (eV/Å):
0.221 -0.932 -0.409
0.778 1.896 0.081
-1.453 -1.967 0.101
0.976 -0.177 1.720
-0.457 0.159 -1.440
0.127 -0.242 -1.461
0.487 -0.643 0.294
1.528 0.156 0.483
-1.330 -0.124 -1.145
0.297 0.256 0.300
0.138 -0.563 -0.507
1.170 0.217 0.093
-0.744 -0.077 0.048
-0.135 -0.397 0.236
-0.334 1.650 0.223
0.607 -1.772 -0.592
-0.261 0.386 0.282
-0.771 -0.668 0.552
-0.592 -0.074 -1.601
0.301 -0.225 0.674
0.146 0.228 0.380
-0.421 1.776 0.988
-0.188 -1.449 -0.026
-0.155 -0.032 -0.185
0.136 -0.329 0.021
-0.333 0.046 0.284
0.041 0.251 -0.184
-0.313 -0.448 0.151
-0.235 0.190 -0.102
0.204 0.228 0.237
0.488 0.069 -0.144
-0.416 0.161 0.136
0.102 0.380 0.299
-0.247 0.204 0.299
-0.469 -0.228 -0.076
0.206 0.270 0.022
-0.459 -0.349 0.030
0.386 0.253 -0.040
-0.098 0.373 -0.010
-0.356 -0.179 -0.428
0.404 0.332 0.290
0.377 -0.165 -0.030
0.425 -0.204 0.451
0.265 0.173 -0.391
-0.072 0.356 -0.071
-0.369 0.074 0.220
0.178 0.172 -0.374
0.178 0.324 0.272
-0.234 0.142 0.143
0.064 0.273 -0.264
0.199 0.256 0.145
-0.318 -0.135 0.144
0.272 -0.144 -0.382
-0.132 0.300 0.470
0.228 0.122 0.056
-0.091 0.308 0.087
0.139 -0.028 0.077
0.049 -0.106 -0.016
0.055 -0.129 -0.260
-0.081 -0.005 -0.029
-0.031 0.024 -0.025
0.003 -0.060 -0.010
-0.110 -0.167 -0.089
-0.084 0.299 0.052
0.418 -0.299 -0.056
-0.589 0.179 -0.027
-0.097 -0.255 -0.029
-0.205 -0.020 0.135
-0.013 0.019 -0.076
0.081 -0.025 -0.117
0.332 -0.103 0.058
0.015 0.060 0.052
0.003 0.008 0.041
0.021 -0.001 -0.028
0.150 0.154 -0.004

Mulliken population analysis, charges in e, atoms 1 to 2:
1. C -0.9962
2. C -0.4249

=====

ORCA calculation (ωB97M-V/def2-TZVPD) on C2H4NO2P as an isolated structure.

Output
E (eV): -17006.5751
Energy above the lowest of the compared OMol25 structures with the same formula, charge and spin (kJ/mol): 659.4
Maximum force (eV/A): 4.7
M (g mol⁻¹): 105.03
LUMO level (spin up / spin down) (Eh): -0.0618 / -0.0437

Geometry (Å):
C (0.7347, 0.3716, -0.8121)
C (0.8334, 0.4215, 0.6632)
N (0.1771, -0.6706, 0.1407)
O (3.4703, 1.0383, -0.0014)
O (2.7671, -1.4510, -0.0946)
P (2.4710, -0.0167, 0.0718)
H (-0.6967, 1.7481, -1.4539)
H (0.4519, 1.1054, 1.3749)
H (-0.8478, -0.6318, 0.0357)
H (0.6757, -1.6019, 0.0901)

Forces on the atoms, in the same order (eV/Å):
-0.416 1.704 -0.963
2.037 1.152 0.919
-3.189 -3.062 -1.505
-0.182 0.623 0.375
-0.959 -0.253 0.527
1.550 0.639 -1.332
1.448 -1.648 0.657
-0.264 0.319 0.671
0.681 -0.396 0.402
-0.708 0.923 0.249

Mulliken population analysis, charges in e, atoms 1 to 2:
1. C -0.4590
2. C -0.1327

=====

Question: Look up the energy above the lowest of the compared OMol25 structures with the same formula, charge and spin of the first one.
Answer: 211.4 kJ/mol